[1]
Density functional theory data (wB97M-V/def2-TZVPD) for a cluster of 2 separate species, C5H13N2O in total.

Values from the calculation:
* energy above the lowest of the compared OMol25 structures with the same formula, charge and spin: 2.9683 eV
* energy: -382.752557 a.u.
* HOMO level: -12.8 eV
* gap between HOMO and LUMO: 9.60 eV
* net charge: +1

Geometry (Å):
C  2.166  0.402  -0.200
C  0.909  1.051  -0.885
C  -0.368  0.766  -0.147
C  -1.414  -0.011  -0.479
N  -2.603  0.090  0.240
C  -3.037  1.236  0.576
N  1.696  -0.636  0.750
H  2.967  0.083  -0.868
H  2.809  1.158  0.262
H  1.060  2.150  -0.785
H  0.984  0.842  -1.950
H  -0.428  1.408  0.742
H  -1.320  -0.656  -1.346
H  -2.777  2.179  0.083
H  -3.838  1.174  1.310
H  0.683  -0.839  0.681
H  1.690  -0.308  1.720
H  2.172  -1.528  0.623
H  -0.873  -2.228  -0.354
H  -0.385  -3.617  0.082
O  -0.094  -2.716  -0.055

natural (NBO) analysis output, partial charges in e: number 1, C, carries -0.26; number 2, C, carries -0.46; number 3, C, carries -0.31; number 4, C, carries -0.02; number 5, N, carries -0.42; number 6, C, carries 0.00; number 7, N, carries -0.70; number 8, H, carries 0.25; number 9, H, carries 0.24; number 10, H, carries 0.25; number 11, H, carries 0.24; number 12, H, carries 0.21; number 13, H, carries 0.21; number 14, H, carries 0.18; number 15, H, carries 0.20; number 16, H, carries 0.48; number 17, H, carries 0.44; number 18, H, carries 0.46; number 19, H, carries 0.48; number 20, H, carries 0.50; number 21, O, carries -0.98

---

[2]
Density functional theory data (wB97M-V/def2-TZVPD) for a structure of composition C42H43AsN6O2OsSSb.

Values from the calculation:
* energy above the lowest of the compared OMol25 structures with the same formula, charge and spin: 0.8981 eV
* energy: -5069.177858 a.u.
* HOMO level (alpha / beta): -14.2 / -15.4 eV
* gap between HOMO and LUMO (alpha / beta): 5.77 / 5.36 eV
* 2S+1: 5
* net charge: +3

Geometry (Å):
Os  -2.137  -0.651  0.722
C  -4.099  2.097  3.461
C  -3.560  1.555  2.307
N  -2.990  0.344  2.313
C  -2.932  -0.318  3.500
C  -3.439  0.281  4.652
N  -4.023  1.463  4.626
C  -2.292  -1.627  3.438
C  -2.136  -2.528  4.468
C  -1.476  -3.746  4.254
C  -0.988  -3.996  2.961
C  -1.207  -3.093  1.946
N  -1.848  -1.917  2.188
C  -0.861  -3.251  0.535
C  -0.171  -4.326  -0.024
N  0.099  -4.392  -1.314
C  -0.327  -3.401  -2.092
C  -1.016  -2.319  -1.575
N  -1.278  -2.235  -0.265
C  -1.334  -4.738  5.333
C  -1.458  -4.369  6.673
C  -1.371  -5.352  7.652
N  -1.157  -6.621  7.352
C  -1.012  -6.992  6.091
C  -1.099  -6.083  5.044
H  -4.587  3.063  3.465
H  -3.565  2.094  1.370
H  -3.358  -0.211  5.614
H  -2.556  -2.297  5.435
H  -0.435  -4.898  2.750
H  0.170  -5.148  0.594
H  -0.108  -3.473  -3.149
H  -1.376  -1.516  -2.203
H  -1.591  -3.339  6.977
H  -1.478  -5.109  8.702
H  -0.827  -8.044  5.908
H  -1.013  -6.453  4.031
C  -5.124  1.676  -2.357
As  -3.222  1.469  -2.140
C  -2.488  0.933  -3.845
C  -2.369  3.095  -1.530
O  -2.954  0.232  -1.039
H  -5.343  2.381  -3.157
H  -5.576  2.022  -1.429
H  -5.523  0.695  -2.611
H  -2.759  1.672  -4.599
H  -2.932  -0.025  -4.115
H  -1.405  0.835  -3.788
H  -2.152  3.752  -2.372
H  -1.446  2.828  -1.018
H  -3.037  3.607  -0.840
S  -0.196  0.645  0.408
Sb  1.956  1.386  -2.624
C  2.165  -0.048  -4.208
C  2.702  -1.293  -3.885
C  2.822  -2.253  -4.878
C  2.393  -1.976  -6.171
C  1.862  -0.730  -6.482
C  1.728  0.238  -5.497
C  3.796  1.507  -1.544
C  3.831  2.350  -0.437
C  5.032  2.544  0.226
C  6.177  1.887  -0.212
C  6.125  1.041  -1.311
C  4.929  0.836  -1.985
C  1.717  3.346  -3.462
C  2.595  4.354  -3.080
C  2.448  5.619  -3.632
C  1.431  5.870  -4.543
C  0.558  4.856  -4.920
C  0.685  3.593  -4.365
H  3.048  -1.505  -2.879
H  3.255  -3.218  -4.649
H  2.475  -2.733  -6.939
H  1.561  -0.507  -7.497
H  1.326  1.210  -5.752
H  2.935  2.860  -0.101
H  5.075  3.205  1.081
H  7.115  2.041  0.305
H  7.018  0.534  -1.650
H  4.905  0.185  -2.850
H  3.405  4.158  -2.390
H  3.131  6.410  -3.355
H  1.314  6.859  -4.966
H  -0.219  5.046  -5.650
H  -0.004  2.808  -4.655
C  2.061  1.116  2.702
C  0.563  1.039  2.919
C  0.097  1.872  4.096
O  -0.150  1.565  1.764
H  2.587  0.721  3.571
H  2.350  2.158  2.561
H  2.356  0.538  1.825
H  0.252  -0.008  3.041
H  0.341  2.922  3.933
H  0.599  1.541  5.005
H  -0.981  1.784  4.237

Mulliken analysis output, partial charges in e: number 1, Os, carries 1.06; number 2, C, carries -0.50; number 3, C, carries 0.09; number 4, N, carries -0.03; number 5, C, carries 0.31; number 6, C, carries -0.10; number 7, N, carries -0.50; number 8, C, carries -0.03; number 9, C, carries -0.55; number 10, C, carries 0.91; number 11, C, carries -0.70; number 12, C, carries -0.22; number 13, N, carries -0.44; number 14, C, carries 0.68; number 15, C, carries -0.27; number 16, N, carries -0.54; number 17, C, carries -0.63; number 18, C, carries 0.09; number 19, N, carries -0.09; number 20, C, carries 1.00; number 21, C, carries -0.56; number 22, C, carries -0.46; number 23, N, carries -0.52; number 24, C, carries -0.46; number 25, C, carries -0.58; number 26, H, carries 0.43; number 27, H, carries 0.17; number 28, H, carries 0.44; number 29, H, carries 0.44; number 30, H, carries 0.45; number 31, H, carries 0.44; number 32, H, carries 0.51; number 33, H, carries 0.36; number 34, H, carries 0.38; number 35, H, carries 0.39; number 36, H, carries 0.39; number 37, H, carries 0.32; number 38, C, carries -1.11; number 39, As, carries 0.78; number 40, C, carries -0.84; number 41, C, carries -0.99; number 42, O, carries -0.52; number 43, H, carries 0.42; number 44, H, carries 0.37; number 45, H, carries 0.38; number 46, H, carries 0.45; number 47, H, carries 0.44; number 48, H, carries -0.02; number 49, H, carries 0.46; number 50, H, carries 0.19; number 51, H, carries 0.42; number 52, S, carries -0.05; number 53, Sb, carries 1.02; number 54, C, carries 0.45; number 55, C, carries -0.50; number 56, C, carries -0.76; number 57, C, carries -0.58; number 58, C, carries -0.64; number 59, C, carries -0.29; number 60, C, carries 0.51; number 61, C, carries -0.72; number 62, C, carries -0.75; number 63, C, carries -0.61; number 64, C, carries -0.61; number 65, C, carries -0.38; number 66, C, carries 0.60; number 67, C, carries -0.38; number 68, C, carries -0.71; number 69, C, carries -0.57; number 70, C, carries -0.86; number 71, C, carries -0.26; number 72, H, carries 0.60; number 73, H, carries 0.46; number 74, H, carries 0.45; number 75, H, carries 0.45; number 76, H, carries 0.36; number 77, H, carries 0.68; number 78, H, carries 0.47; number 79, H, carries 0.42; number 80, H, carries 0.44; number 81, H, carries 0.51; number 82, H, carries 0.52; number 83, H, carries 0.44; number 84, H, carries 0.42; number 85, H, carries 0.44; number 86, H, carries 0.33; number 87, C, carries -1.46; number 88, C, carries 1.14; number 89, C, carries -1.49; number 90, O, carries -0.32; number 91, H, carries 0.46; number 92, H, carries 0.32; number 93, H, carries 0.33; number 94, H, carries -0.07; number 95, H, carries 0.37; number 96, H, carries 0.42; number 97, H, carries 0.27

---

[3]
Density functional theory data (wB97M-V/def2-TZVPD) for the ion C2H3N4S with charge -1.

Values from the calculation:
* energy above the lowest of the compared OMol25 structures with the same formula, charge and spin: 4.1463 eV
* energy: -695.112784 a.u.
* HOMO level (alpha / beta): -2.9 / -3.0 eV
* gap between HOMO and LUMO (alpha / beta): 6.61 / 6.81 eV
* net charge: -1

Geometry (Å):
C  0.184  -1.813  0.075
C  0.024  -0.767  -0.983
N  -0.397  -2.899  -0.141
N  1.022  -0.818  -1.668
N  -0.823  -3.435  -1.167
N  -0.991  0.144  -0.837
S  -2.058  -4.468  -1.239
H  1.005  -1.666  0.701
H  -1.970  -0.206  -0.488
H  -1.261  0.339  -1.757

natural (NBO) analysis output, partial charges in e: number 1, C, carries -0.01; number 2, C, carries 0.23; number 3, N, carries -0.21; number 4, N, carries -0.55; number 5, N, carries -0.31; number 6, N, carries -0.84; number 7, S, carries -0.21; number 8, H, carries 0.19; number 9, H, carries 0.36; number 10, H, carries 0.36

---

[4]
Density functional theory data (wB97M-V/def2-TZVPD) for an isolated molecule of C4H10OS.

Values from the calculation:
* energy above the lowest of the compared OMol25 structures with the same formula, charge and spin: 0.7037 eV
* energy: -631.798820 a.u.
* HOMO level: -9.1 eV
* gap between HOMO and LUMO: 10.06 eV
* structure (SMILES): OCCCCS

Geometry (Å):
O  -1.736  0.792  2.417
C  -0.866  1.120  1.294
C  -0.034  -0.099  0.875
C  -0.194  -0.542  -0.590
C  1.042  -0.389  -1.430
S  0.693  -1.110  -3.064
H  -1.207  0.700  3.213
H  -1.596  1.371  0.528
H  -0.218  1.897  1.688
H  -0.293  -0.927  1.544
H  1.011  0.083  1.158
H  -1.089  -0.037  -0.971
H  -0.610  -1.548  -0.596
H  1.338  0.647  -1.520
H  1.841  -0.952  -0.951
H  1.919  -1.008  -3.596

natural (NBO) analysis output, partial charges in e: number 1, O, carries -0.73; number 2, C, carries -0.06; number 3, C, carries -0.44; number 4, C, carries -0.43; number 5, C, carries -0.50; number 6, S, carries -0.05; number 7, H, carries 0.46; number 8, H, carries 0.19; number 9, H, carries 0.17; number 10, H, carries 0.22; number 11, H, carries 0.20; number 12, H, carries 0.21; number 13, H, carries 0.22; number 14, H, carries 0.21; number 15, H, carries 0.21; number 16, H, carries 0.12

---

[5]
Density functional theory data (wB97M-V/def2-TZVPD) for a cluster of 2 separate species, C2H3NOS in total.

Values from the calculation:
* energy above the lowest of the compared OMol25 structures with the same formula, charge and spin: 5.1323 eV
* energy: -605.998753 a.u.
* HOMO level (alpha / beta): -8.2 / -10.5 eV
* gap between HOMO and LUMO (alpha / beta): 7.65 / 9.53 eV

Geometry (Å):
C  -1.348  -0.122  -0.193
C  -0.066  0.415  -0.299
N  -2.219  -0.882  -0.018
O  0.318  1.736  -0.395
S  1.307  -0.633  -0.683
H  -0.220  -0.498  2.145
H  1.233  1.911  -0.022
H  0.996  -1.928  -0.535

natural (NBO) analysis output, partial charges in e: number 1, C, carries 0.15; number 2, C, carries 0.08; number 3, N, carries -0.26; number 4, O, carries -0.66; number 5, S, carries 0.03; number 6, H, carries 0.00; number 7, H, carries 0.51; number 8, H, carries 0.16

---

[6]
Density functional theory data (wB97M-V/def2-TZVPD) for a structure of composition C5H13N3O2.

Values from the calculation:
* energy above the lowest of the compared OMol25 structures with the same formula, charge and spin: 5.5427 eV
* energy: -512.891609 a.u.
* HOMO level (alpha / beta): -7.9 / -7.9 eV
* gap between HOMO and LUMO (alpha / beta): 8.28 / 8.28 eV

Geometry (Å):
C  -2.162  0.552  0.391
C  -1.113  -1.521  0.982
N  -0.934  -0.233  0.330
C  1.039  0.291  1.966
N  0.383  0.743  0.967
H  -2.923  0.123  -0.269
H  -1.973  1.573  0.064
H  -2.548  0.577  1.413
H  -1.198  -1.382  2.066
H  -0.282  -2.186  0.752
H  -2.025  -2.014  0.636
H  1.439  1.038  2.654
H  1.319  -0.754  2.115
C  2.198  0.762  -1.409
N  1.227  -0.101  -0.769
C  -0.154  -0.362  -1.344
O  -0.572  0.803  -1.994
O  -0.334  -1.441  -1.907
H  -0.340  1.570  -1.451
H  1.622  -0.992  -0.483
H  3.152  0.693  -0.883
H  1.838  1.789  -1.375
H  2.341  0.473  -2.454

natural (NBO) analysis output, partial charges in e: number 1, C, carries -0.43; number 2, C, carries -0.45; number 3, N, carries -0.24; number 4, C, carries -0.24; number 5, N, carries -0.18; number 6, H, carries 0.23; number 7, H, carries 0.22; number 8, H, carries 0.20; number 9, H, carries 0.20; number 10, H, carries 0.22; number 11, H, carries 0.24; number 12, H, carries 0.21; number 13, H, carries 0.17; number 14, C, carries -0.41; number 15, N, carries -0.63; number 16, C, carries 0.88; number 17, O, carries -0.72; number 18, O, carries -0.72; number 19, H, carries 0.47; number 20, H, carries 0.37; number 21, H, carries 0.20; number 22, H, carries 0.19; number 23, H, carries 0.20

---

Q: Look up the energy above the lowest of the compared OMol25 structures with the same formula, charge and spin of the sixth one.
A: 5.5427 eV

---

Q: energy of number 2 (C42H43AsN6O2OsSSb)?
A: -5069.177858 a.u.

---

Q: What is the energy in the second record?
A: -5069.177858 a.u.